[1]
ORCA calculation (wB97M-V/def2-TZVPD) on a cluster of 11 separate species, C29H64N6O21 in total at a distorted geometry.

Values from the calculation:
**Kohn-Sham gap**: 0.33690 hartree
**LUMO energy**: 0.329 eV
**SMILES string**: COC(=O)OC.COC(=O)OC.COC(=O)OC.COC(=O)OC.COC(=O)OC.CNC(C)=O.CNC(C)=O.CC(N)=O.CC(N)=O.CC(N)=O.CC(N)=O

Structure (XYZ):
```
120
Properties=species:S:1:pos:R:3:forces:R:3
C 4.683 -4.452 -6.317 -0.21 -0.46 -1.54
O 3.437 -4.051 -5.757 0.20 0.31 -0.01
C 3.424 -3.524 -4.528 0.61 -0.24 -0.18
O 4.406 -3.189 -3.907 -0.53 -0.14 -0.21
O 2.162 -3.473 -4.163 -0.56 -0.02 -0.42
C 1.859 -3.006 -2.861 -0.13 0.14 0.79
H 4.618 -4.256 -7.391 -0.24 0.23 0.07
H 4.706 -5.540 -6.283 0.48 0.03 0.54
H 5.593 -3.948 -6.008 -0.28 -0.04 0.81
H 1.848 -1.915 -2.823 0.49 -0.01 0.03
H 2.552 -3.467 -2.158 -0.03 0.42 0.14
H 0.841 -3.292 -2.603 0.10 -0.39 -0.41
C -2.108 0.225 -4.073 -0.95 -0.18 1.09
O -1.319 -0.013 -5.214 0.53 0.11 -0.77
C -0.933 -1.285 -5.448 -0.27 0.14 1.55
O -1.082 -2.182 -4.664 -0.03 -0.45 0.05
O -0.363 -1.347 -6.614 -0.39 1.35 -0.85
C 0.278 -2.493 -7.082 1.04 -0.56 -1.64
H -2.604 -0.692 -3.754 -0.18 0.06 -0.28
H -2.842 0.995 -4.307 -0.01 -0.13 -0.33
H -1.579 0.578 -3.186 0.71 0.00 -0.43
H -0.178 -3.450 -6.841 0.18 0.20 0.76
H 1.352 -2.376 -6.912 -0.17 -0.63 0.75
H 0.252 -2.446 -8.178 -0.43 0.22 0.10
C 2.433 3.216 0.430 0.72 -0.16 0.58
O 1.680 3.609 -0.714 0.90 0.49 -0.37
C 0.513 4.191 -0.628 -1.85 -1.18 -0.44
O -0.192 4.264 0.348 0.16 0.59 0.65
O 0.076 4.444 -1.874 1.28 0.70 -0.01
C -1.181 5.077 -2.096 -0.50 -1.14 -0.10
H 3.382 3.752 0.466 -0.12 0.25 -0.40
H 2.697 2.167 0.304 -0.30 -0.09 0.14
H 1.974 3.395 1.400 -0.58 -0.09 -0.29
H -1.098 5.992 -2.677 0.41 0.15 0.33
H -1.738 5.191 -1.169 0.11 0.27 -0.05
H -1.698 4.350 -2.724 -0.33 0.17 0.02
C 5.280 -1.952 -1.296 -0.39 -0.46 -0.68
O 4.083 -2.300 -0.563 0.27 0.06 -0.68
C 3.880 -1.667 0.573 0.61 0.35 2.51
O 4.333 -0.601 0.946 -0.21 -0.15 -0.90
O 3.187 -2.469 1.374 -0.49 -0.64 -0.20
C 2.859 -2.116 2.747 -0.07 -0.01 -1.08
H 5.987 -2.772 -1.174 0.24 0.24 0.56
H 5.645 -0.975 -1.002 0.12 -0.06 0.08
H 5.034 -2.031 -2.355 -0.17 0.53 0.29
H 3.699 -2.334 3.400 0.11 0.18 -0.04
H 2.026 -2.775 2.962 -0.05 0.15 0.24
H 2.543 -1.079 2.779 0.08 0.06 0.23
C -2.164 6.407 5.769 -1.86 0.37 -0.15
O -1.143 5.759 5.031 -0.48 -0.12 0.33
C -0.025 5.447 5.696 -0.20 -0.44 0.15
O 0.404 5.997 6.668 -0.05 0.12 -0.15
O 0.561 4.388 5.147 0.77 -0.30 0.39
C -0.093 3.493 4.262 -0.49 0.08 -1.19
H -3.108 6.161 5.272 0.27 0.19 -0.59
H -2.086 7.491 5.786 0.41 -0.02 0.03
H -2.431 6.042 6.763 1.23 -0.21 0.24
H -1.170 3.393 4.399 0.08 0.06 0.50
H 0.387 2.519 4.324 0.12 0.08 0.33
H 0.014 3.825 3.226 0.15 0.13 0.01
C -1.115 -1.466 -1.194 -0.31 -2.31 0.07
N -0.756 -0.471 -0.244 0.41 2.00 -0.11
C -0.196 -0.557 0.995 -0.73 0.63 0.35
C -0.115 0.701 1.831 1.60 0.42 0.16
O -0.025 -1.609 1.580 1.30 -0.92 -0.29
H -2.051 -1.320 -1.733 -0.04 0.77 0.28
H -1.323 -2.402 -0.665 0.23 0.03 0.17
H -0.395 -1.748 -1.966 0.31 0.62 0.19
H -0.804 0.484 -0.565 0.10 -0.07 -0.19
H -1.027 0.769 2.431 0.41 -0.22 -0.48
H 0.032 1.679 1.366 -0.04 -0.20 -0.44
H 0.669 0.560 2.575 0.47 -0.08 -0.29
C -5.158 -0.646 0.201 0.77 -0.19 -0.17
N -4.293 0.218 1.011 -1.14 -3.03 0.30
C -3.225 -0.136 1.738 -0.01 -0.63 -0.31
C -2.775 -1.581 1.775 -0.68 -0.90 0.38
O -2.602 0.743 2.337 -1.58 0.36 0.53
H -5.987 -1.152 0.697 0.14 0.20 0.46
H -4.548 -1.417 -0.267 -0.10 -0.05 -0.17
H -5.594 -0.032 -0.586 0.04 0.08 -0.04
H -4.649 1.160 1.015 -0.16 -0.04 0.74
H -2.680 -1.892 2.817 -0.32 0.12 0.11
H -1.780 -1.849 1.414 -0.75 0.60 -0.05
H -3.440 -2.300 1.299 -0.34 0.20 0.13
C -0.292 -4.845 1.647 0.09 -0.72 0.88
C -1.387 -5.422 2.527 -0.79 2.25 0.30
N -1.099 -6.463 3.328 0.51 -0.85 0.23
O -2.471 -4.850 2.609 0.15 -0.60 -0.28
H 0.649 -4.978 2.187 0.25 -0.31 -0.48
H -0.392 -3.769 1.549 -0.41 -0.10 -0.27
H -0.324 -5.381 0.700 0.37 0.19 -0.14
H -1.764 -6.718 4.038 -0.14 0.08 -0.11
H -0.159 -6.796 3.452 -0.01 0.04 -0.15
C -0.700 -1.411 4.840 -0.10 0.98 0.84
C 0.360 -1.112 5.886 0.98 -1.27 -1.23
N 0.324 0.044 6.593 -0.26 0.13 0.18
O 1.342 -1.841 5.982 -0.56 -0.13 0.33
H -1.715 -1.182 5.169 0.02 -0.13 0.20
H -0.619 -2.442 4.518 0.10 0.12 -0.24
H -0.501 -0.676 4.057 -0.03 -0.49 -0.40
H 1.199 0.133 7.092 -0.12 0.58 -0.04
H -0.065 0.844 6.119 -0.06 0.13 0.36
C 3.118 1.678 -2.860 -1.62 -0.38 1.15
C 1.698 1.640 -3.411 -0.85 0.65 0.62
N 1.481 2.098 -4.647 0.46 0.53 -1.29
O 0.748 1.244 -2.737 0.54 -0.36 0.01
H 2.859 1.608 -1.803 0.55 -0.44 0.10
H 3.662 2.618 -2.906 0.17 -0.18 -0.89
H 3.580 0.746 -3.179 0.65 0.33 -0.02
H 0.563 2.097 -5.062 -0.12 -0.18 0.30
H 2.191 2.596 -5.156 0.10 -0.17 0.07
C -3.317 2.116 -0.644 2.08 -0.53 -0.50
C -4.067 2.893 0.369 -0.97 1.39 0.62
N -3.551 4.033 0.875 1.02 -0.59 -1.07
O -5.183 2.529 0.743 -0.44 0.86 -0.48
H -3.184 1.086 -0.301 -0.47 0.37 -0.25
H -2.263 2.393 -0.759 -0.21 0.75 -0.14
H -3.789 2.079 -1.623 -0.26 0.25 0.09
H -2.564 4.180 0.717 -0.01 0.43 0.23
H -4.086 4.601 1.504 -0.01 -0.14 0.23
```
Forces are in eV/Å.

[2]
ORCA calculation (wB97M-V/def2-TZVPD) on a structure of composition C3H7N2O at a distorted geometry.

Values from the calculation:
**Charge**: +1
**Kohn-Sham gap**: 0.35252 hartree
**LUMO energy**: -3.374 eV

Structure (XYZ):
```
13
Properties=species:S:1:pos:R:3:forces:R:3
C -0.017 0.401 -1.201 1.48 -1.03 2.59
C 0.630 0.175 -0.028 -1.56 0.00 0.83
C -1.459 -0.974 1.728 1.29 1.73 -4.30
N -1.112 -1.406 2.832 0.44 -1.14 4.66
N 0.712 1.086 -2.252 1.17 -1.10 -0.30
O 0.162 -0.411 1.096 0.32 0.36 -0.43
H -0.907 -0.045 -1.478 -1.71 -0.54 -0.46
H 1.662 0.614 0.021 -0.69 -0.61 0.54
H -0.208 -1.276 3.472 -2.29 -0.47 -2.07
H -2.034 -1.819 3.233 2.22 0.71 -0.09
H 0.825 2.037 -1.915 0.29 0.42 -0.80
H 0.086 1.004 -3.059 0.69 0.60 -0.23
H 1.660 0.615 -2.449 -1.66 1.08 0.06
```
Forces are in eV/Å.

[3]
ORCA calculation (wB97M-V/def2-TZVPD) on a cluster of 2 separate species, C16H22BN3O3 in total at a distorted geometry.

Values from the calculation:
**Kohn-Sham gap**: 0.34063 hartree
**LUMO energy**: 0.156 eV
**SMILES string**: Cc1cccc(C[C@@H](C#N)[C@@H](C#N)B(N)O)c1.CCOC(C)=O

Structure (XYZ):
```
45
Properties=species:S:1:pos:R:3:forces:R:3
C -5.049 -2.182 -1.861 0.37 0.58 -0.10
C -3.560 -2.665 -1.869 0.54 -0.36 0.33
C -3.073 -3.543 -2.953 2.37 0.77 2.10
C -1.649 -3.952 -2.955 -0.79 1.52 1.60
C -0.719 -3.492 -1.885 -2.79 0.38 -0.49
C -1.263 -2.640 -0.814 -1.06 0.14 -0.18
C -0.337 -2.100 0.339 0.28 -0.52 -0.72
C 0.570 -0.860 -0.152 -0.47 -1.49 0.18
C 1.752 -1.486 -0.942 -0.69 2.10 0.92
N 2.762 -1.703 -1.455 -0.76 -0.37 0.08
C -0.250 0.226 -0.953 -0.89 0.64 1.35
C -1.278 0.865 0.105 0.97 -0.26 -0.47
N -1.921 1.357 0.944 1.05 -0.95 -1.50
B 0.615 1.458 -1.561 0.00 1.62 -0.73
N 2.070 1.545 -1.694 -1.53 -0.31 -1.19
O -0.145 2.580 -2.062 0.58 -1.67 0.02
C -2.689 -2.202 -0.764 1.76 -2.25 -2.92
H -5.030 -1.057 -1.985 -0.15 -1.18 0.12
H -5.664 -2.597 -2.703 0.73 0.24 0.78
H -5.583 -2.384 -0.891 0.68 0.04 -0.93
H -3.738 -3.910 -3.770 0.53 0.50 0.93
H -1.282 -4.591 -3.800 -0.30 0.67 1.05
H 0.361 -3.811 -1.917 -1.36 0.48 0.19
H -0.926 -1.815 1.258 0.52 -0.20 -1.13
H 0.387 -2.923 0.627 -0.86 0.95 -0.14
H 0.937 -0.370 0.795 0.24 -0.50 -1.19
H -0.887 -0.183 -1.788 0.61 0.03 0.90
H 2.293 2.389 -2.240 -0.14 -0.32 0.51
H 2.345 0.769 -2.315 0.50 -0.01 1.01
H -0.677 2.232 -2.805 -0.04 0.53 0.65
H -3.036 -1.537 0.065 0.22 -0.75 -0.95
C 1.422 3.680 1.966 0.21 0.10 -0.15
C 1.243 2.501 2.898 -0.12 0.24 0.00
O 2.255 1.505 2.691 -0.27 -0.46 -0.07
C 3.474 1.534 3.263 0.57 0.00 -0.07
C 3.937 2.795 3.943 -0.23 0.13 0.63
O 4.206 0.583 3.162 -0.50 0.15 -0.07
H 2.373 4.187 2.138 -0.05 0.02 0.05
H 0.619 4.408 2.089 -0.01 -0.10 0.03
H 1.426 3.343 0.926 -0.06 -0.02 0.05
H 1.202 2.804 3.946 0.11 -0.02 -0.04
H 0.294 2.009 2.678 0.15 -0.13 0.01
H 4.525 3.386 3.240 -0.03 -0.03 0.01
H 4.563 2.518 4.792 0.11 -0.05 -0.26
H 3.129 3.404 4.344 0.01 0.09 -0.20
```
Forces are in eV/Å.

Number 1: HOMO -0.325 Eh. Number 2: HOMO -0.476 Eh. Number 3: HOMO -0.335 Eh.